# 1
49
Properties=species:S:1:pos:R:3:mulliken_spin:R:1 method="wB97M-V/def2-TZVPD" largest_force_ev_per_a=0.63 lumo_energy_ev="-0.07 / -1.99" s2=6.011 de_lowest_kcal_mol=0.0 spin_multiplicity=5 orbital_gap_ev="7.2 / 5.3" homo_energy_ev="-7.256 / -7.244"
Co -0.469 -0.411 0.392 2.821
O 0.644 3.385 0.957 0.210
C 0.501 2.216 0.907 0.123
O 0.708 1.240 0.176 0.180
C -0.400 1.522 2.531 0.140
O -0.440 2.330 3.388 0.211
O -0.753 0.362 2.279 0.184
C -3.757 -0.192 1.318 0.013
C -3.352 0.411 0.016 0.005
N -2.157 0.324 -0.536 -0.013
C -2.200 1.021 -1.728 0.023
C -3.447 1.509 -1.909 -0.003
N -4.169 1.121 -0.796 0.001
C -5.588 1.363 -0.608 -0.001
N -6.336 0.838 -1.714 0.000
N -7.096 1.665 -2.482 0.000
N -7.607 0.994 -3.439 0.000
C -7.176 -0.317 -3.335 0.000
C -7.439 -1.426 -4.143 0.000
C -6.835 -2.613 -3.796 0.000
C -5.986 -2.708 -2.674 0.000
C -5.722 -1.625 -1.866 0.000
C -6.346 -0.426 -2.225 0.000
H -2.990 -0.887 1.649 -0.012
H -4.698 -0.738 1.232 0.003
H -3.869 0.572 2.089 0.000
H -1.340 1.098 -2.372 0.004
H -3.892 2.071 -2.713 0.000
H -5.800 2.428 -0.556 0.000
H -5.894 0.894 0.324 0.000
H -8.088 -1.341 -5.004 0.000
H -7.007 -3.497 -4.396 0.000
H -5.523 -3.658 -2.443 0.000
H -5.059 -1.708 -1.014 0.000
C 2.205 -2.010 0.973 0.003
C 1.082 -2.833 0.421 -0.026
C 0.997 -4.182 0.224 0.014
C -0.291 -4.441 -0.335 0.012
C -0.924 -3.237 -0.472 -0.011
C -2.285 -2.954 -1.034 0.033
N -0.088 -2.237 -0.008 0.085
H 3.021 -2.655 1.292 0.001
H 1.894 -1.422 1.845 0.002
H 2.599 -1.311 0.230 0.002
H 1.770 -4.901 0.452 0.001
H -0.697 -5.400 -0.622 0.001
H -2.684 -3.853 -1.504 0.001
H -2.255 -2.163 -1.787 -0.002
H -2.999 -2.647 -0.258 -0.007

=====

# 2
69
Properties=species:S:1:pos:R:3:lowdin_charge:R:1 method="wB97M-V/def2-TZVPD" smiles="FC(F)C(F)(F)COC(F)(F)C(F)F.FC(F)C(F)(F)COC(F)(F)C(F)F.FC(F)C(F)(F)COC(F)(F)C(F)F.COC(=O)OCCF" largest_force_ev_per_a=5.12 lumo_energy_ev=0.39 orbital_gap_ev=11.0 homo_energy_ev=-10.615
C 0.620 1.173 -1.663 -0.027
O 0.251 2.129 -2.730 -0.101
C 1.224 3.153 -2.807 -0.463
O 1.075 4.144 -2.039 0.089
O 2.317 3.183 -3.700 -0.011
C 2.127 2.291 -4.834 -0.128
C 0.829 2.651 -5.729 -0.102
F 0.051 1.419 -5.794 -0.113
H 1.685 0.806 -1.858 0.111
H -0.160 0.343 -1.653 0.116
H 0.644 1.760 -0.687 0.091
H 2.075 1.202 -4.463 0.141
H 3.026 2.391 -5.551 0.141
H 0.231 3.536 -5.331 0.120
H 1.103 2.903 -6.819 0.130
C 0.440 -2.035 3.589 -0.048
C 0.846 -1.099 2.432 -0.426
C 0.457 0.372 2.590 -0.292
F -0.874 0.549 2.672 0.096
F 0.870 1.086 1.510 0.079
F 0.372 -1.605 1.267 0.124
F 2.208 -1.157 2.336 0.108
O -0.760 -2.801 3.405 0.031
C -1.985 -2.178 3.732 -0.505
C -2.900 -2.007 2.515 -0.277
F -2.317 -1.259 1.554 0.094
F -4.047 -1.372 2.862 0.099
F -1.748 -1.023 4.379 0.139
F -2.585 -2.993 4.632 0.142
H 1.227 -2.790 3.659 0.113
H 0.458 -1.532 4.560 0.148
H 0.923 0.810 3.477 0.176
H -3.157 -2.975 2.079 0.175
C -2.421 6.424 -4.670 -0.045
C -3.690 5.636 -4.298 -0.436
C -3.809 4.263 -4.952 -0.298
F -3.855 4.339 -6.296 0.089
F -4.957 3.648 -4.568 0.095
F -4.782 6.397 -4.552 0.128
F -3.671 5.458 -2.944 0.108
O -2.555 7.407 -5.702 0.037
C -2.443 6.930 -7.029 -0.500
C -3.735 7.112 -7.832 -0.276
F -4.773 6.465 -7.261 0.096
F -3.598 6.605 -9.083 0.097
F -2.005 5.654 -7.008 0.123
F -1.454 7.656 -7.601 0.143
H -2.152 7.005 -3.782 0.152
H -1.562 5.771 -4.840 0.136
H -2.976 3.616 -4.666 0.173
H -3.999 8.169 -7.913 0.176
C 1.732 -6.351 6.699 -0.042
C 2.108 -5.153 5.802 -0.427
C 2.285 -5.469 4.314 -0.291
F 3.277 -6.349 4.090 0.100
F 2.612 -4.346 3.621 0.080
F 3.210 -4.548 6.309 0.131
F 1.097 -4.239 5.918 0.100
O 2.796 -6.981 7.424 0.034
C 3.541 -7.976 6.750 -0.505
C 5.012 -7.587 6.569 -0.277
F 5.142 -6.444 5.863 0.096
F 5.682 -8.547 5.886 0.099
F 2.932 -8.290 5.591 0.136
F 3.462 -9.084 7.523 0.145
H 1.085 -5.947 7.483 0.150
H 1.107 -7.081 6.178 0.146
H 1.362 -5.866 3.882 0.178
H 5.500 -7.444 7.536 0.176